The following is a quantum chemistry calculation of C31H27BrCdI2NO7PS2 as an isolated structure, from the OMol25 dataset.

Structure (XYZ):
```
73
Properties=species:S:1:pos:R:3:forces:R:3:mulliken_charge:R:1
Cd 0.66852 -0.45133 0.88930 0.5 0.1 -0.1 2.525
C 6.07021 -3.08143 0.71926 0.0 0.0 0.0 -1.316
C 5.31957 -1.78773 0.85517 0.0 0.0 0.0 0.384
C 5.88937 -0.64135 1.39196 0.0 0.0 0.0 -0.470
C 5.14284 0.51922 1.50021 0.0 0.0 0.0 -0.809
C 3.83389 0.47354 1.05945 0.0 0.1 0.0 0.463
Br 2.75669 2.02468 1.20593 0.0 0.0 0.0 -0.092
N 3.25599 -0.59531 0.54443 -0.1 0.1 0.2 0.087
C 3.99512 -1.70007 0.45137 0.0 0.0 0.0 -0.280
H 7.09295 -2.98109 1.07909 0.0 0.0 0.0 0.367
H 6.10806 -3.40345 -0.32234 0.0 0.0 0.0 0.324
H 5.58645 -3.87230 1.29382 0.0 0.0 0.0 0.319
H 6.91702 -0.65461 1.73463 0.0 0.0 0.0 0.373
H 5.55110 1.42516 1.92155 0.0 0.0 0.0 0.431
H 3.49341 -2.56804 0.04049 0.0 0.0 0.0 0.241
I 0.63739 -3.30171 0.06941 -0.2 -0.2 0.1 0.178
C 1.18856 -3.56585 -1.95572 0.1 -0.1 -0.3 -1.022
I 2.15860 -1.95686 -2.95359 0.0 0.0 0.1 0.032
H 0.29312 -3.78904 -2.52371 0.0 0.0 0.0 0.470
H 1.87294 -4.40461 -1.99829 0.0 0.0 0.0 0.559
O -2.97384 0.92037 2.20237 0.0 0.0 0.0 -0.714
S -1.72532 0.21723 2.32599 0.0 0.0 0.1 1.673
O -1.56946 -0.89531 1.36479 0.1 0.1 0.1 -0.724
O -0.52231 1.07476 2.23902 0.0 0.0 -0.1 -0.703
C -1.64602 -0.43924 3.99366 0.0 0.0 0.0 0.032
C -2.64879 0.02675 4.82830 -0.1 0.0 0.1 -0.401
C -2.64627 -0.25797 6.18875 0.0 0.0 -0.1 -0.611
C -1.62036 -1.00501 6.72461 0.1 0.0 0.0 -0.593
C -0.61684 -1.49240 5.89463 -0.1 0.0 0.1 -0.536
C -0.61357 -1.23238 4.53401 0.0 0.0 -0.1 -0.754
S 0.68630 -2.09664 3.63089 -0.1 -0.1 -0.1 1.493
O -0.02971 -2.98843 2.72621 0.1 0.0 0.0 -0.716
O 1.50103 -2.74214 4.62130 0.0 0.0 0.1 -0.780
O 1.46529 -1.07584 2.87382 -0.2 0.1 -0.1 -0.807
H -3.43167 0.63333 4.39682 0.0 0.0 0.0 0.552
H -3.44306 0.11743 6.81747 0.0 0.0 0.0 0.393
H -1.59276 -1.22344 7.78416 0.0 0.0 0.0 0.389
H 0.17773 -2.10462 6.29521 0.0 0.0 0.0 0.547
O 0.41436 0.66278 -1.00698 -0.2 0.0 0.1 -0.352
P -0.80574 1.07834 -1.80238 0.2 0.0 0.0 0.640
C -0.29528 1.33840 -3.50643 0.0 0.0 0.0 0.670
C -1.15557 1.13323 -4.58027 0.0 0.0 0.0 -0.178
C -0.71806 1.37599 -5.87497 0.0 0.0 0.0 -0.744
C 0.57664 1.82103 -6.09603 0.0 0.0 0.0 -0.502
C 1.43881 2.02510 -5.02569 0.0 0.0 0.0 -0.685
C 1.00598 1.78517 -3.73207 0.0 0.0 0.0 -0.522
C -2.11460 -0.14258 -1.81833 0.0 -0.1 0.0 0.760
C -3.31331 0.05472 -1.14277 0.0 0.0 0.1 -0.671
C -4.24696 -0.96930 -1.07886 0.0 0.0 0.0 -0.679
C -3.98442 -2.18740 -1.68275 0.0 0.0 0.0 -0.566
C -2.78751 -2.39000 -2.36114 0.0 0.0 0.0 -0.865
C -1.85531 -1.37129 -2.43062 0.0 0.0 0.0 -0.324
C -1.50057 2.62278 -1.21744 0.0 0.1 0.0 0.059
C -1.00993 3.18824 -0.04765 0.0 0.0 0.0 -0.007
C -1.54519 4.38162 0.41873 0.0 0.0 0.0 -0.815
C -2.56252 5.00588 -0.28303 0.0 0.0 0.0 -0.507
C -3.05363 4.44386 -1.45721 0.0 0.0 0.0 -0.766
C -2.52417 3.25535 -1.92481 0.0 0.0 0.0 -0.273
H -2.16093 0.76766 -4.40883 0.0 0.0 0.0 0.423
H -1.38631 1.21036 -6.70979 0.0 0.0 0.0 0.413
H 0.91835 2.00501 -7.10647 0.0 0.0 0.0 0.393
H 2.44987 2.36889 -5.20126 0.0 0.0 0.0 0.427
H 1.67479 1.92585 -2.89148 0.0 0.0 0.0 0.359
H -3.50481 0.98426 -0.62293 0.0 0.0 0.0 0.266
H -5.16778 -0.81843 -0.53198 0.0 0.0 0.0 0.436
H -4.70936 -2.98873 -1.61925 0.0 0.0 0.0 0.394
H -2.58447 -3.34440 -2.83057 0.0 0.0 0.0 0.409
H -0.92336 -1.52186 -2.96158 0.1 0.0 0.0 0.461
H -0.23829 2.67849 0.50978 0.0 0.0 0.0 0.174
H -1.17273 4.81207 1.33869 0.0 0.0 0.0 0.454
H -2.98339 5.93243 0.08587 0.0 0.0 0.0 0.399
H -3.84993 4.93266 -2.00285 0.0 0.0 0.0 0.408
H -2.90678 2.81956 -2.84106 0.0 0.0 0.0 0.404
```
Forces are in eV/Å.

Output
ΔE to the lowest compared entry with this formula, charge and spin ... 0.3429 eV
HOMO ... -9.09 eV
Gap between HOMO and LUMO ... 8.97 eV
LUMO energy ... -0.0043 hartree

=====

The following is a quantum chemistry calculation of a 4-piece molecular cluster, C31H27ClF24N2O6 overall in a non-equilibrium geometry, from the OMol25 dataset.

Structure (XYZ):
```
91
Properties=species:S:1:pos:R:3:forces:R:3:mulliken_charge:R:1
O 6.74342 -1.67478 0.01392 0.9 0.0 -0.7 -0.555
C 5.64587 -1.87089 0.44007 -0.4 0.4 0.3 -0.042
C 5.36699 -3.04180 1.33985 0.0 -0.2 0.2 -0.040
C 6.23402 -4.24739 0.98967 -0.3 -0.2 0.3 -0.814
C 5.80717 -5.42521 1.86580 0.1 0.0 -0.3 0.139
Cl 7.22807 -6.21311 2.61154 0.0 -0.1 0.1 -0.209
O 5.06431 -6.34854 1.09343 -0.1 0.6 -0.1 -0.323
C 3.94361 -6.80543 1.72832 0.3 0.1 -0.6 0.126
O 4.00471 -7.52644 2.66412 0.0 -0.7 1.1 -0.524
C 2.65086 -6.34086 1.14654 0.6 0.1 -0.3 0.576
C 1.51881 -7.06036 1.46990 -0.4 -0.1 0.1 -0.512
C 0.30023 -6.63234 0.97930 0.2 0.3 -0.1 -0.399
C 0.30182 -5.49735 0.19120 -0.2 -0.1 0.1 -0.563
C 1.50010 -4.86851 -0.08801 0.2 0.4 -0.2 -0.246
N 2.68920 -5.25718 0.36619 -0.6 -0.3 0.1 -0.202
N 4.59038 -0.96836 0.06780 -0.7 -0.9 0.5 -0.088
C 3.42642 -0.96956 0.89900 -0.3 0.0 0.0 -0.052
C 2.17313 -1.20224 0.33508 -0.3 0.0 0.4 -0.145
C 1.03518 -1.21021 1.13545 0.2 0.1 0.3 -0.697
C 1.12622 -0.99062 2.50884 0.5 0.1 0.0 -0.741
C 2.37383 -0.72711 3.07514 0.1 -0.2 -0.7 -0.711
C 3.50872 -0.71107 2.26860 0.0 0.0 -0.3 -0.135
H 5.61220 -2.73341 2.35548 -0.1 0.1 0.2 0.226
H 4.32024 -3.33182 1.33179 -0.2 0.1 -0.1 0.155
H 7.27763 -4.03398 1.16481 0.2 0.1 -0.2 0.416
H 6.06300 -4.54755 -0.03811 0.2 0.0 -0.2 0.404
H 5.18451 -5.08284 2.68461 0.0 0.0 0.3 0.370
H 1.60272 -7.93188 2.09440 0.1 -0.1 0.1 0.460
H -0.62096 -7.14536 1.19447 -0.1 -0.2 0.1 0.442
H -0.61479 -5.09571 -0.20630 -0.1 0.1 -0.1 0.416
H 1.48957 -3.99476 -0.72190 0.1 0.2 -0.1 0.504
H 4.28657 -1.28551 -0.85034 0.3 0.6 -0.3 0.204
H 2.05694 -1.37458 -0.72621 0.2 0.0 -0.1 0.487
H 0.06837 -1.38904 0.69003 -0.1 0.0 -0.1 0.575
H 0.25552 -1.01538 3.14344 -0.2 0.0 0.0 0.498
H 2.49558 -0.54081 4.12811 -0.1 0.0 0.2 0.411
H 4.48309 -0.49694 2.68439 0.1 0.1 0.2 0.554
F -2.31345 0.95490 2.70010 0.0 0.0 0.0 -0.202
C -3.38378 1.44980 3.35424 0.0 0.0 0.3 0.056
F -3.68007 0.59857 4.36578 0.0 0.0 -0.1 -0.275
C -4.60024 1.56157 2.43288 0.0 -0.2 -0.4 0.885
F -4.97699 0.33337 2.01364 0.1 0.0 0.1 -0.289
F -5.60085 2.05047 3.21559 0.0 0.1 0.1 -0.310
C -4.50097 2.51560 1.22996 -0.3 0.5 -0.1 -0.214
O -4.21376 1.93940 -0.03366 0.2 -0.4 0.3 -0.424
C -2.92701 1.75895 -0.46458 -0.2 0.4 0.1 0.790
F -2.02476 2.31350 0.36312 0.0 -0.1 0.0 -0.285
F -2.80661 2.37841 -1.65968 0.0 0.0 -0.1 -0.306
C -2.62880 0.27840 -0.70643 0.1 -0.3 0.0 0.216
F -2.77699 -0.42865 0.43287 0.0 0.0 0.0 -0.226
F -1.34555 0.14725 -1.11325 0.0 0.0 -0.1 -0.229
H -3.13110 2.42407 3.78107 0.0 0.0 0.0 0.266
H -5.50513 2.91631 1.11135 0.0 -0.1 0.0 -0.144
H -3.85779 3.36944 1.44219 0.2 -0.1 0.1 0.441
H -3.29828 -0.12955 -1.46595 0.0 0.1 0.0 0.245
F -8.36241 6.10682 2.13314 0.0 0.0 -0.1 -0.227
C -8.23025 4.79852 2.42207 0.1 0.0 0.3 0.073
F -6.97833 4.60282 2.90408 0.0 0.0 -0.1 -0.231
C -8.41311 3.92895 1.17680 0.0 0.2 -0.4 1.107
F -7.43092 4.19475 0.28464 0.0 0.0 0.1 -0.293
F -8.23280 2.64681 1.60340 -0.1 -0.1 0.1 -0.339
C -9.77996 3.95821 0.47407 -0.5 -0.4 -0.1 -0.863
O -9.90056 4.77016 -0.67832 0.5 0.3 0.2 -0.398
C -10.26293 6.09110 -0.59688 -0.2 -0.3 0.1 0.799
F -10.61567 6.44713 0.65109 0.1 0.0 0.0 -0.283
F -11.34917 6.25874 -1.38150 -0.1 0.1 0.0 -0.304
C -9.16786 7.00211 -1.15686 0.1 0.1 -0.1 0.181
F -8.02784 6.85136 -0.45440 0.0 0.0 0.0 -0.215
F -9.56980 8.28710 -1.04761 0.0 0.0 0.0 -0.263
H -8.94930 4.52505 3.19882 0.0 0.0 0.0 0.273
H -9.91609 2.94658 0.09537 0.1 0.0 0.0 0.422
H -10.59241 4.13017 1.18008 0.1 0.2 0.1 0.331
H -8.97914 6.76486 -2.20557 0.0 0.0 0.0 0.258
F 6.78439 2.65974 -3.98123 0.0 -0.1 0.0 -0.216
C 7.87724 1.89214 -4.16174 0.2 0.1 0.0 0.112
F 8.68561 2.52002 -5.04830 0.0 0.0 0.0 -0.273
C 7.50382 0.51989 -4.72563 -0.4 -0.1 -0.2 0.810
F 6.95848 0.65933 -5.95364 0.0 0.1 0.0 -0.285
F 8.68605 -0.14183 -4.87757 0.1 0.0 0.1 -0.326
C 6.61708 -0.38898 -3.85988 0.1 -0.5 0.4 -0.589
O 5.23272 -0.43366 -4.16977 0.0 0.5 -0.4 -0.368
C 4.34414 0.44776 -3.61453 0.5 -0.3 0.3 0.808
F 4.91572 1.22290 -2.68092 -0.1 0.1 -0.1 -0.275
F 3.39824 -0.29380 -2.98247 -0.2 -0.1 0.1 -0.275
C 3.62366 1.27594 -4.68018 -0.2 0.1 -0.1 0.152
F 4.50947 2.00300 -5.38536 0.0 0.0 0.1 -0.230
F 2.76422 2.12175 -4.06940 0.0 0.0 0.0 -0.252
H 8.41144 1.78878 -3.21341 0.0 0.0 0.0 0.302
H 6.96302 -1.39839 -4.07459 0.0 0.0 -0.1 0.380
H 6.78960 -0.23031 -2.79478 0.0 0.2 0.0 0.294
H 3.07251 0.62158 -5.35868 0.0 0.0 0.0 0.244
```
Forces are in eV/Å.

Output
ΔE to the lowest compared entry with this formula, charge and spin ... 0.0000 eV
Structure (SMILES) ... O=C(CC[C@H](Cl)OC(=O)c1ccccn1)Nc1ccccc1.FC(F)C(F)(F)COC(F)(F)C(F)F.FC(F)C(F)(F)COC(F)(F)C(F)F.FC(F)C(F)(F)COC(F)(F)C(F)F
HOMO ... -8.78 eV
Gap between HOMO and LUMO ... 8.63 eV
LUMO energy ... -0.0054 hartree